Record 1
47
Properties=species:S:1:pos:R:3 method="wB97M-V/def2-TZVPD" gap_ev=5.76 total_charge=-1
Cl -1.63 -1.43 -0.33
Cl -1.87 -1.17 -4.77
O 0.37 4.37 2.47
O 0.56 -3.54 -2.28
O 2.17 0.84 -1.01
O 0.23 2.14 2.64
O 0.82 -1.03 -2.45
C -2.42 -1.44 -2.01
C 2.08 -1.56 -1.82
C -1.53 -2.15 -3.19
C 1.58 -3.04 -1.32
C 2.64 -4.09 -0.65
C -0.35 6.33 3.72
C 1.75 -5.04 0.39
C -0.22 5.68 2.36
C -0.32 3.24 2.73
C 2.52 -0.54 -0.58
C -3.80 -2.36 -1.86
C 1.01 1.36 -0.26
C -1.73 3.35 3.22
B 0.09 -2.25 -2.89
H -2.00 -3.23 -3.40
H -2.71 -0.33 -2.33
H 0.96 1.02 0.86
H -3.39 -3.48 -1.73
H -0.75 7.34 3.63
H 0.03 0.95 -0.81
H 1.92 -0.90 0.37
H 3.05 -1.49 -2.52
H 0.62 6.37 4.22
H -4.40 -2.32 -2.87
H 0.52 -2.38 -4.00
H -1.02 5.76 4.38
H 2.20 -6.13 0.50
H -1.16 5.64 1.82
H -4.42 -2.04 -0.91
H 3.18 -4.80 -1.44
H 0.96 2.55 -0.30
H 1.62 -4.52 1.45
H -1.73 3.35 4.31
H 3.68 -0.65 -0.33
H 0.66 -5.07 -0.09
H 3.43 -3.51 0.02
H -2.26 4.22 2.85
H -2.29 2.48 2.86
H 0.89 -2.77 -0.39
H 0.47 6.28 1.75



Record 2
46
Properties=species:S:1:pos:R:3 method="wB97M-V/def2-TZVPD" gap_ev="9.15 / 5.89" multiplicity=6 total_charge=+2
Fe -0.69 -0.71 1.77
Cl -2.51 -0.16 2.84
Cl -1.79 -0.49 -3.07
P -1.27 2.05 -0.35
P -0.40 -2.43 0.39
O 0.61 0.36 -2.39
N 0.90 0.28 1.90
C -2.86 2.74 0.29
C 3.43 1.05 2.87
C 3.28 0.38 1.63
C -0.12 -3.15 -1.23
C 2.25 1.48 3.50
C -1.83 -3.41 0.90
C -0.07 -0.27 -3.18
C 0.43 -0.89 -4.48
C 2.02 0.09 1.15
C -1.52 2.76 -2.03
C 1.01 -3.19 1.26
C -0.07 3.39 0.11
C 1.00 1.13 2.99
H 0.28 -1.98 -4.59
H -2.68 -3.11 0.28
H 0.80 -2.74 -1.68
H 1.10 -2.84 2.30
H 4.18 0.06 1.09
H -0.58 2.68 -2.59
H -1.58 -4.46 0.69
H 0.04 3.47 1.20
H -1.81 3.81 -1.88
H -2.85 2.77 1.38
H 4.41 1.26 3.32
H 1.50 -0.60 -4.66
H -3.64 2.05 -0.05
H 0.01 -4.23 -1.07
H 2.29 2.09 4.44
H 1.89 -0.30 0.14
H 0.85 -4.28 1.23
H 0.89 3.09 -0.33
H -2.08 -3.27 1.95
H 1.93 -2.94 0.71
H -0.10 -0.37 -5.28
H -3.03 3.74 -0.14
H -0.39 4.35 -0.33
H -0.97 -2.97 -1.89
H 0.06 1.49 3.40
H -2.31 2.20 -2.55



Record 3
49
Properties=species:S:1:pos:R:3 method="wB97M-V/def2-TZVPD" gap_ev=9.20 total_charge=+1
Cl -5.13 1.40 2.25
S -0.25 0.11 -2.48
P -0.13 1.99 -2.20
O 0.56 -4.56 -1.98
O -0.62 -6.00 -3.27
O 0.86 -6.68 -1.71
O 3.62 3.16 1.51
N 3.84 0.48 1.39
N -0.65 3.11 1.47
N -0.12 2.49 -0.52
C 2.96 2.50 2.58
C -3.60 3.22 0.89
C -1.49 -3.24 -2.08
C -0.09 -3.46 -2.63
C 1.05 2.53 0.23
C 0.17 -5.77 -2.39
C -3.59 2.25 2.08
C 2.94 0.96 2.45
C -1.15 2.85 0.26
C 1.57 3.11 2.69
C 0.54 -8.03 -2.04
C 0.72 2.91 1.49
C -2.56 2.90 -0.20
H -3.40 2.79 3.00
H 1.09 2.76 3.60
H -0.47 -8.27 -1.71
H -1.46 -3.12 -1.00
H 2.00 2.28 -0.20
H 3.45 2.76 3.51
H 1.92 0.61 2.34
H 1.72 4.19 2.81
H 1.25 -8.65 -1.49
H 3.51 -0.42 1.07
H 3.30 0.56 3.39
H -2.82 1.94 -0.63
H -0.10 -3.61 -3.71
H -1.93 -2.35 -2.52
H 3.81 1.08 0.58
H -4.57 3.11 0.41
H 0.65 -8.21 -3.10
H -1.21 3.40 2.25
H 0.53 -2.59 -2.41
H -2.64 3.63 -1.00
H 1.05 2.58 -2.65
H -1.19 2.76 -2.71
H -3.52 4.25 1.21
H -2.13 -4.09 -2.31
H 4.54 2.90 1.51
H -2.84 1.47 1.97



Record 4
46
Properties=species:S:1:pos:R:3 method="wB97M-V/def2-TZVPD" gap_ev="3.58 / 3.54" multiplicity=6 total_charge=+2
Dy 0.03 -1.07 -0.40
I -2.43 -5.33 0.27
I -1.50 -5.76 -2.11
P -1.67 -0.16 -1.78
P 1.76 -2.02 0.94
O -1.58 -0.31 2.18
N 0.19 1.63 0.27
C -1.64 3.44 -0.82
C 0.09 3.91 0.66
C -0.98 1.13 -2.84
C -3.12 0.58 -1.00
C -1.03 -0.59 1.28
C 1.09 2.04 1.26
C -2.30 -1.41 -2.91
C 1.92 1.32 2.13
C 3.34 -1.21 0.58
C 2.01 -3.76 0.51
C -0.49 2.84 -0.04
C 1.08 3.41 1.48
C 1.60 -1.99 2.73
H 1.66 3.96 2.17
H -0.17 4.94 0.65
H 2.47 -2.46 3.19
H -0.66 1.99 -2.24
H -2.82 1.40 -0.35
H 4.15 -1.74 1.10
H 3.52 -1.23 -0.50
H 1.13 -4.34 0.79
H 3.32 -0.17 0.92
H -1.23 4.25 -1.47
H -3.64 -0.17 -0.39
H 1.51 -0.95 3.09
H 0.69 -2.52 3.04
H 2.90 -4.14 1.03
H 2.97 1.60 2.00
H -1.74 1.45 -3.56
H -0.10 0.74 -3.37
H 2.16 -3.84 -0.58
H -3.79 0.95 -1.78
H 1.63 0.35 1.74
H -1.46 -1.88 -3.44
H -2.99 -0.94 -3.62
H -2.83 -2.19 -2.35
H -2.29 2.91 -1.52
H 1.59 1.42 3.17
H -2.34 3.92 -0.11



Number 1: DFT total energy -49858.912 eV. Number 2: DFT total energy -95434.492 eV. Number 3: DFT total energy -59203.927 eV. Number 4: DFT total energy -76280.092 eV.